1.
Molecular formula: C3H9NP2
Method: DFT, the ωB97M-V functional and the def2-TZVPD basis

ORCA input file:
```
! RIJCOSX wB97M-V def2-TZVPD def2/J DEFGRID3
* xyz 0 1
C 0.368 -1.972 -1.590
P 0.002 -0.399 -1.757
C -0.164 0.353 -0.043
C 1.280 0.299 0.545
N -0.647 1.680 0.149
P -2.297 1.914 0.316
H 0.563 -2.649 -2.461
H 0.396 -2.410 -0.563
H -0.892 -0.350 0.737
H 1.489 1.270 1.042
H 2.111 0.025 -0.183
H 1.377 -0.462 1.363
H -0.144 2.341 -0.441
H -2.344 2.490 1.715
H -2.451 0.582 0.812
*
```

Results
**Molecular weight**: 121.060 g mol⁻¹
**HOMO energy**: -0.3061 Eh
**Calculated total energy**: -857.05603 hartree
**Relative energy (zero: lowest compared OMol25 entry of this formula, charge and spin)**: 2.3983 eV
**SMILES string**: C=P[C@@H](C)NP
**HOMO-LUMO gap**: 0.316 Eh
**F_max**: 4.520 eV/Å

***

2.
Molecular formula: C47H28BrN10Re
Method: DFT, the ωB97M-V functional and the def2-TZVPD basis

ORCA input file:
```
! RIJCOSX wB97M-V def2-TZVPD def2/J DEFGRID3
* xyz 1 2
Re -0.043 -0.529 -0.253
C 5.164 0.443 3.674
C 5.735 1.001 2.524
C 5.100 0.930 1.295
C 3.869 0.291 1.258
C 2.949 0.022 0.163
N 3.229 0.291 -1.076
C 2.406 0.008 -2.077
C 2.843 -0.067 -3.447
C 4.085 0.132 -4.042
C 4.172 -0.082 -5.404
C 3.058 -0.496 -6.154
C 1.829 -0.712 -5.560
C 1.741 -0.489 -4.190
C 0.656 -0.657 -3.254
N -0.535 -1.108 -3.612
C -1.429 -1.505 -2.752
N -1.304 -1.592 -1.375
C -2.366 -2.384 -0.911
N -2.456 -2.959 0.243
C -1.532 -2.842 1.189
N -0.497 -1.937 1.234
C 0.193 -2.167 2.395
N 1.306 -1.573 2.804
C 2.040 -0.865 1.991
N 1.820 -0.609 0.663
C 3.303 -0.261 2.400
C 3.940 -0.204 3.629
C -0.457 -3.202 3.157
C -0.173 -3.762 4.399
C -1.014 -4.763 4.845
C -2.103 -5.201 4.071
C -2.383 -4.649 2.837
C -1.540 -3.634 2.390
C -3.292 -2.603 -2.005
C -4.521 -3.250 -2.057
C -5.153 -3.304 -3.285
C -4.573 -2.741 -4.432
C -3.343 -2.115 -4.382
C -2.712 -2.055 -3.145
N 1.062 -0.281 -1.995
H 5.696 0.518 4.613
H 6.695 1.494 2.600
H 5.537 1.350 0.400
H 4.940 0.445 -3.459
H 5.118 0.063 -5.908
H 3.172 -0.653 -7.218
H 0.971 -1.039 -6.129
H 3.495 -0.645 4.510
H 0.670 -3.422 4.985
H -0.835 -5.223 5.807
H -2.734 -5.990 4.457
H -3.216 -4.988 2.237
H -4.959 -3.686 -1.171
H -6.115 -3.791 -3.369
H -5.105 -2.802 -5.372
H -2.883 -1.689 -5.262
Br -1.275 1.748 -2.638
C -1.846 2.716 -1.119
C -2.143 4.031 -1.363
C -2.690 4.835 -0.356
C -2.989 4.258 0.842
C -2.712 2.895 1.091
C -3.175 2.345 2.312
C -3.043 1.017 2.534
C -2.299 0.228 1.628
C -1.691 0.704 0.483
C -2.044 2.076 0.132
H -1.974 4.436 -2.351
H -2.911 5.875 -0.552
H -3.483 4.826 1.621
H -3.669 2.995 3.023
H -3.447 0.552 3.424
H -2.196 -0.798 1.927
N 1.407 5.495 1.958
C 1.200 4.251 1.475
C 1.372 3.953 0.116
C 1.134 2.675 -0.328
N 0.743 1.678 0.471
C 0.582 1.959 1.772
C 0.799 3.198 2.314
H 1.701 6.241 1.354
H 1.295 5.697 2.934
H 1.680 4.716 -0.585
H 1.267 2.431 -1.374
H 0.241 1.149 2.405
H 0.645 3.357 3.373
*
```

Results
**Molecular weight**: 998.922 g mol⁻¹
**HOMO energy (spin up / spin down)**: -0.3291 / -0.3258 Eh
**Calculated total energy**: -5007.63883 hartree
**Relative energy (zero: lowest compared OMol25 entry of this formula, charge and spin)**: 0.3717 eV
**<S²>**: 0.910
**HOMO-LUMO gap (spin up / spin down)**: 0.167 / 0.162 Eh
**F_max**: 2.490 eV/Å

***

3.
Molecular formula: C16H16F3InN4S5Sb
Method: DFT, the ωB97M-V functional and the def2-TZVPD basis

ORCA input file:
```
! RIJCOSX wB97M-V def2-TZVPD def2/J DEFGRID3
* xyz -2 2
In 14.829 11.425 3.991
S 18.760 8.980 5.555
Sb 18.103 9.965 3.500
S 17.175 11.968 4.281
S 14.610 8.997 3.948
S 16.168 8.874 2.520
C 18.238 16.389 4.686
N 18.671 17.726 4.189
C 18.127 18.753 5.075
N 16.694 18.617 5.220
C 16.313 17.284 5.676
N 16.773 16.259 4.804
C 16.200 16.423 3.517
N 16.572 17.784 2.947
C 17.997 17.930 2.893
C 16.040 18.797 3.907
H 18.697 16.331 5.611
H 18.651 15.614 3.958
H 18.444 19.725 4.724
H 18.548 18.581 6.061
H 15.232 17.266 5.720
H 16.733 17.167 6.638
H 15.094 16.303 3.512
H 16.544 15.629 2.811
H 18.204 18.978 2.603
H 18.394 17.190 2.194
H 14.927 18.763 3.893
H 16.344 19.750 3.511
S 13.203 14.363 4.389
C 13.026 12.712 4.181
F 6.463 6.595 5.322
C 7.119 6.906 4.161
F 7.616 5.684 3.680
F 6.069 7.130 3.303
C 8.085 7.965 4.161
C 7.687 9.257 4.228
C 8.571 10.336 4.300
C 9.974 10.099 4.242
C 10.354 8.728 4.055
C 9.417 7.708 3.953
C 11.018 11.106 4.348
C 11.847 11.978 4.192
H 6.622 9.542 4.177
H 8.136 11.300 4.389
H 11.422 8.508 3.901
H 9.792 6.744 3.775
*
```

Results
**Molecular weight**: 718.239 g mol⁻¹
**HOMO energy (spin up / spin down)**: -0.0355 / -0.0598 Eh
**Calculated total energy**: -3559.28534 hartree
**Relative energy (zero: lowest compared OMol25 entry of this formula, charge and spin)**: 0.0000 eV
**<S²>**: 0.780
**HOMO-LUMO gap (spin up / spin down)**: 0.183 / 0.208 Eh
**F_max**: 4.029 eV/Å

***

4.
Molecular formula: C23H48NO13S
Method: DFT, the ωB97M-V functional and the def2-TZVPD basis

ORCA input file:
```
! RIJCOSX wB97M-V def2-TZVPD def2/J DEFGRID3
* xyz 1 1
C -4.349 -0.376 0.313
C -3.126 -1.212 0.493
O -2.782 -2.115 -0.215
O -2.391 -0.844 1.615
C -1.015 -1.063 1.553
N -0.373 0.059 0.780
C 0.676 -0.348 -0.191
C 0.168 -1.358 -1.233
C 0.477 -0.931 -2.686
C -0.795 -0.926 -3.527
S -1.989 0.287 -2.952
O -1.649 0.760 -1.623
O -2.141 1.308 -3.930
O -3.365 -0.501 -2.832
H -4.111 0.540 -0.226
H -5.092 -0.942 -0.241
H -4.763 -0.121 1.288
H -0.639 -1.033 2.573
H -0.733 -2.024 1.128
H -1.117 0.593 0.313
H 0.068 0.693 1.449
H 1.541 -0.736 0.343
H 0.989 0.557 -0.708
H -0.909 -1.426 -1.125
H 0.603 -2.333 -1.020
H 0.970 0.039 -2.722
H 1.142 -1.668 -3.133
H -1.236 -1.921 -3.581
H -0.559 -0.638 -4.550
H -3.217 -1.435 -2.611
O -7.148 1.023 0.551
C -6.937 2.199 0.420
O -5.956 2.762 1.156
C -5.523 4.117 0.970
C -6.384 5.099 1.736
C -7.783 3.063 -0.484
H -5.463 4.358 -0.092
H -4.505 4.138 1.356
H -7.415 5.092 1.383
H -5.992 6.111 1.627
H -6.398 4.841 2.795
H -8.680 3.357 0.060
H -8.078 2.464 -1.342
H -7.283 3.954 -0.853
O -0.251 -3.477 -5.098
C -1.047 -4.014 -5.830
O -0.872 -3.903 -7.149
C -1.653 -4.624 -8.115
C -2.950 -3.914 -8.439
C -2.258 -4.738 -5.290
H -1.810 -5.652 -7.788
H -1.021 -4.669 -9.000
H -3.600 -3.839 -7.567
H -3.488 -4.450 -9.221
H -2.748 -2.901 -8.786
H -3.044 -4.007 -5.100
H -1.980 -5.210 -4.351
H -2.648 -5.509 -5.948
O 2.892 -0.385 2.011
C 3.714 0.487 1.820
O 4.818 0.175 1.149
C 5.794 1.155 0.739
C 6.771 1.469 1.847
C 3.549 1.874 2.393
H 5.297 2.048 0.357
H 6.306 0.698 -0.105
H 6.279 1.910 2.713
H 7.531 2.167 1.498
H 7.264 0.559 2.188
H 3.902 1.865 3.424
H 2.491 2.128 2.392
H 4.078 2.649 1.847
O 7.063 2.969 5.139
C 6.931 2.030 5.878
O 7.273 0.807 5.427
C 7.314 -0.356 6.263
C 5.955 -1.011 6.392
C 6.326 2.177 7.254
H 7.752 -0.117 7.232
H 8.006 -1.032 5.764
H 5.234 -0.351 6.876
H 6.029 -1.926 6.978
H 5.563 -1.260 5.405
H 5.241 2.163 7.160
H 6.630 3.142 7.653
H 6.631 1.412 7.963
*
```

Results
**Molecular weight**: 578.698 g mol⁻¹
**HOMO energy**: -0.4416 Eh
**Calculated total energy**: -2336.04129 hartree
**HOMO-LUMO gap**: 0.359 Eh
**F_max**: 1.259 eV/Å